1.
Molecular formula: C23H41NO2OsP2
Method: DFT, the ωB97M-V functional and the def2-TZVPD basis

XYZ file:
```
70
Properties=species:S:1:pos:R:3:forces:R:3:mulliken_charge:R:1
C 1.121830 -1.915298 2.344857 0.0 0.0 1.9 0.8514
H -2.680761 -0.143331 2.366197 -0.3 -0.5 0.7 0.7632
H 2.575013 -1.750589 4.060521 -0.8 -0.3 -0.5 0.3140
C -2.329739 0.604461 -3.309512 0.0 -0.3 0.1 -1.3010
H 2.210426 -4.423596 2.528077 -0.7 0.1 -0.3 0.4088
H 0.510682 0.017013 4.438825 -0.2 -0.3 -0.3 0.3588
H -0.960050 -0.526344 -1.100410 0.8 -0.2 -0.1 0.5295
C -1.205579 -1.677393 2.204311 -1.3 -2.0 1.7 0.2196
H 2.423591 1.917763 -1.001918 0.4 -0.2 -0.1 0.2336
C 3.206164 -0.286860 -1.443688 0.6 -0.6 0.1 -1.2913
H 0.614383 1.018527 3.035921 -0.3 -0.1 0.1 -0.1505
H 1.605436 -2.556958 -2.157418 0.0 -0.6 -0.1 0.4673
C 0.631437 1.081354 -0.181175 -0.8 -4.0 -0.4 0.0063
H 1.495812 4.364549 -1.096061 -0.8 -0.7 0.3 0.5235
H -1.009968 0.597399 3.692115 0.5 -0.3 -0.2 0.4407
C -0.865337 -2.999218 1.701422 -0.4 -0.3 2.1 0.1070
P -0.917579 1.572127 -2.585590 -1.6 0.9 -1.3 1.1368
H -1.044636 2.238838 -5.039925 0.2 0.0 0.2 0.4699
C 0.816484 0.888482 -2.816589 0.9 -0.2 -0.1 -1.7804
P 1.387133 -0.343823 -1.401444 0.2 1.8 -1.4 1.0887
H -2.521324 0.814747 -4.367491 0.4 0.2 0.3 0.4919
H 3.670755 0.231508 -0.588939 -0.5 -0.2 -0.3 0.4143
C 1.294793 -4.486643 1.902822 0.3 0.0 -0.8 -1.3620
H -2.947603 0.260440 -0.905348 0.7 0.2 0.6 0.2799
H -3.328364 -1.572659 1.598003 0.6 0.0 0.7 0.5101
H -0.153825 -2.168909 -2.125408 0.2 -0.1 -0.1 0.4700
C -2.265007 0.780617 -0.175753 0.0 -1.0 -1.2 -0.4611
H -3.262787 0.859183 -2.784660 0.4 -0.1 -0.1 0.4162
C 0.008378 -1.029639 2.607996 -1.4 -0.3 1.9 -0.1360
H 0.008955 3.375816 -4.179809 0.0 0.1 0.0 0.3504
H -3.623736 2.271524 -0.617597 -0.2 0.8 -0.4 0.4231
N 2.629300 2.627243 2.838798 0.3 0.4 4.7 0.5875
C -1.565142 2.852070 -1.299954 -2.4 -0.5 -1.5 0.5088
C -2.653782 -1.242595 2.426214 0.1 0.4 -0.5 -1.5693
H 1.614620 -4.923876 0.944377 -0.2 0.2 0.2 0.2992
Os 0.106766 -1.564997 0.526412 1.8 2.8 -4.7 1.7103
H 0.877561 -1.542234 -3.445254 -0.1 -0.4 0.2 0.4289
O 2.223182 3.699292 3.255897 0.8 -2.3 -1.9 -0.2881
C -0.406236 3.300339 -0.686509 0.9 2.5 1.8 -1.4291
C 1.574358 2.240849 -0.418040 0.5 1.4 -1.4 -0.6789
H 3.230246 -2.392249 2.569984 -0.1 0.4 -0.1 0.4867
H 0.592746 -5.215402 2.340718 0.4 0.4 0.0 0.3040
H 3.603418 0.155977 -2.365134 -0.3 0.0 0.1 0.4155
H -1.628189 -4.997950 2.301127 0.0 1.1 -0.6 0.3564
H -2.537499 2.711950 0.668710 0.2 0.7 0.2 0.4037
H -1.758966 3.452586 -3.954077 0.4 -0.2 -0.1 0.4347
H 2.040218 2.630586 0.486623 -0.6 -0.2 0.3 0.3730
H 3.567970 -1.324666 -1.414357 -0.1 0.2 0.0 0.4732
C 0.909138 3.415333 -1.226601 1.9 -0.1 0.1 -0.9278
C 0.006506 0.222567 3.483239 0.4 0.1 -0.8 -0.9246
C -0.896147 2.779183 -4.101108 -0.1 -0.3 0.8 -1.3726
H 0.950052 3.219470 -2.287098 0.1 0.1 -0.1 0.0498
H -2.507516 0.206065 0.732338 0.5 1.2 -0.3 -1.1178
H -0.540498 3.778108 0.229207 -0.2 0.7 1.7 0.5464
C 0.855346 -1.813849 -2.385014 0.2 -0.2 0.1 -1.2982
H -1.988442 3.795581 -1.663079 -0.5 -0.3 -1.2 0.5817
H -3.083872 -1.611330 3.388289 0.6 0.3 -0.7 0.2516
H -1.749097 -4.632061 0.553589 0.1 0.0 0.3 0.3441
H 0.817085 0.282769 -3.718904 -0.2 0.2 -0.3 0.9118
H -2.838533 -3.821031 1.645207 0.1 -0.2 0.2 0.4269
C -1.809801 -4.173858 1.552318 -0.1 0.0 -0.6 -1.5378
H 0.966873 0.622365 0.755574 -0.8 0.3 0.6 -0.3795
C 2.495234 -1.672816 2.955984 0.4 0.2 -0.6 -1.4470
C -0.884938 0.558395 -0.819089 0.5 0.4 2.0 -0.2218
H 1.595929 1.664440 -3.010678 -0.8 -0.6 0.2 0.4302
H -2.157814 -0.472778 -3.245656 -0.1 0.0 0.2 0.3428
C 0.588838 -3.140090 1.783946 0.3 -1.0 1.6 0.8578
H 2.821408 -0.636144 2.774759 0.0 -0.4 -0.3 0.2596
O 3.061531 1.685265 3.535984 -1.0 2.0 -2.7 -0.3326
C -2.586817 2.264410 -0.311096 0.0 -1.1 0.3 -1.0524
```
Forces are in eV/Å.

**Total charge**: +2
**LUMO (spin up / spin down)**: -0.2672 / -0.3060 Eh
**Spin multiplicity**: 5
**Relative energy (zero: lowest compared OMol25 entry of this formula, charge and spin)**: 4.0937 eV
**Frontier orbital gap (spin up / spin down)**: 5.1 / 5.6 eV
**HOMO energy (spin up / spin down)**: -12.41 / -13.94 eV

=====

2.
Molecular formula: C6H24
Method: DFT, the ωB97M-V functional and the def2-TZVPD basis

XYZ file:
```
30
Properties=species:S:1:pos:R:3:forces:R:3:mulliken_charge:R:1
H -0.027668 -6.569570 1.588878 0.1 0.1 0.0 0.2497
H -1.591664 -3.464859 5.929725 -0.3 -0.1 0.2 0.2290
H 1.092234 2.571090 -4.199965 -0.2 -0.1 0.2 0.3007
H -0.210369 -4.835184 1.442960 -0.1 0.2 0.4 0.2108
H -1.142721 3.241642 2.225357 0.0 0.0 -0.2 0.2897
H -0.181603 4.776748 2.080732 0.0 0.0 0.3 0.2582
C 3.713572 0.918888 1.482666 -0.4 -0.3 0.4 -0.8784
H 0.390468 3.298466 -5.750303 0.2 -0.1 -0.1 0.2762
H 1.487711 4.137916 -4.669244 0.0 0.0 -0.1 0.3252
H 3.193410 1.845237 1.711639 0.1 0.1 0.0 0.1937
H 3.448944 0.595646 0.482279 0.2 0.0 -0.2 0.2172
C -2.184791 -3.058210 5.115423 0.4 0.5 -0.2 -0.8738
H -0.244879 3.900430 -4.212574 0.1 -0.3 0.4 0.2878
C -1.416790 -0.012023 -5.794819 -0.2 -0.5 -0.1 -0.7317
H -0.903840 -0.468729 -4.947335 0.0 0.1 0.1 0.2678
H -1.590072 -3.194134 4.210822 -0.3 -0.2 -0.1 0.1695
C 0.390828 -5.611166 1.913188 -0.1 -0.7 -0.7 -0.9137
H 4.786063 1.022468 1.620178 0.0 0.1 -0.2 0.2325
H -1.516606 4.515158 0.964986 -0.4 -0.1 0.1 0.2512
H 0.372552 -5.625856 2.996290 0.1 0.4 0.1 0.2107
H -2.299490 -1.985926 5.255156 0.0 0.1 0.2 0.2455
H -1.430942 1.084910 -5.589734 0.2 0.2 0.0 0.2077
H 1.398545 -5.550490 1.503431 0.1 0.0 0.3 0.2402
C 0.604281 3.421766 -4.689867 -0.2 0.4 -0.5 -0.8534
C -1.168576 4.341304 1.974397 0.6 -0.1 -0.1 -0.7436
H -3.182871 -3.481516 5.052093 0.2 -0.3 -0.1 0.2321
H -2.385316 -0.493478 -5.926064 0.0 0.1 0.1 0.2880
H 3.353504 0.158557 2.177731 0.0 0.0 0.0 0.2357
H -1.848478 4.586172 2.818160 -0.1 0.2 -0.1 0.2912
H -0.905443 -0.065253 -6.766199 0.1 0.2 -0.1 0.2842
```
Forces are in eV/Å.

**Total charge**: +1
**LUMO (spin up / spin down)**: -0.0908 / -0.4777 Eh
**Spin multiplicity**: 2
**Relative energy (zero: lowest compared OMol25 entry of this formula, charge and spin)**: 0.0000 eV
**Frontier orbital gap (spin up / spin down)**: 12.0 / 1.5 eV
**HOMO energy (spin up / spin down)**: -14.49 / -14.49 eV